# 1
ORCA calculation (ωB97M-V with the def2-TZVPD basis set) on a molecular structure, C18H48CdFN6O5P in a non-equilibrium geometry.

Geometry (Å):
Cd: -2.99420 -0.65398 -1.95429
C: 3.13008 -0.19522 5.94522
O: 2.99561 -1.11710 4.91380
C: 1.95227 -2.05029 4.98251
C: 2.36740 -3.24073 4.23475
N: 3.00022 -3.00114 2.83308
H: 2.36622 -2.46332 2.25959
H: 3.78122 -2.36832 2.93149
C: 3.47754 -4.24586 2.05336
C: 4.93807 -4.69816 2.33408
O: 5.10676 -5.19578 3.62771
C: 6.47872 -5.45593 3.94692
H: 3.51172 -0.60596 6.87996
H: 2.17895 0.29615 6.15020
H: 3.93044 0.48996 5.66590
H: 1.03861 -1.61794 4.57457
H: 1.65249 -2.20448 6.01906
H: 1.44653 -3.78366 4.02184
H: 3.11638 -3.86942 4.71627
H: 3.50539 -3.97285 0.99847
H: 2.87340 -5.13630 2.22719
H: 5.63446 -3.89605 2.08957
H: 5.16236 -5.51296 1.64570
H: 6.93184 -6.15128 3.24031
H: 6.61649 -6.01235 4.87401
H: 7.09106 -4.55425 3.95671
F: -0.46899 -1.40768 -0.37397
C: 0.55109 1.48066 -5.28858
O: -0.23907 0.86008 -4.64148
N: 1.87727 1.18943 -5.51384
C: 2.57664 1.75053 -6.70295
C: 2.32610 -0.08307 -4.97255
H: 0.29202 2.49830 -5.61949
H: 2.25330 2.75237 -6.98555
H: 2.44704 1.17042 -7.61662
H: 3.62542 1.63951 -6.42759
H: 3.35433 0.00255 -4.62111
H: 1.78523 -0.47327 -4.11039
H: 2.26425 -0.86626 -5.72812
C: -3.17575 -5.32045 -4.59918
O: -3.07183 -4.38995 -3.83965
N: -2.17606 -6.20676 -4.97970
C: -2.51951 -7.26488 -5.92016
C: -0.73145 -6.08660 -4.58100
H: -4.11245 -5.58440 -5.11409
H: -2.45281 -8.21115 -5.38332
H: -1.87756 -7.20958 -6.79933
H: -3.51904 -7.28008 -6.35469
H: -0.51067 -5.21819 -3.96034
H: -0.51327 -6.99333 -4.01678
H: -0.06962 -6.02229 -5.44470
O: -3.35226 3.14317 0.10229
P: -3.18711 4.43554 0.81823
N: -3.56468 5.86174 -0.06876
C: -3.95102 5.80480 -1.45764
C: -3.31236 7.21105 0.42126
N: -1.60280 4.62655 1.35191
C: -1.08629 3.80798 2.45722
C: -0.57224 4.97026 0.39786
N: -4.24480 4.51466 2.20914
C: -4.13674 5.49980 3.28034
C: -5.30088 3.56995 2.39092
H: -5.02405 5.97244 -1.55042
H: -3.74293 4.80627 -1.84203
H: -3.36134 6.49118 -2.06532
H: -4.22050 7.80806 0.50458
H: -2.53225 7.62360 -0.21853
H: -2.69522 7.23731 1.31934
H: -1.79639 3.95943 3.27019
H: -1.14647 2.75674 2.17549
H: -0.05463 4.03706 2.72426
H: -0.70016 4.28710 -0.44181
H: -0.70026 6.00607 0.08356
H: 0.39577 4.91940 0.89634
H: -3.10470 5.84620 3.33503
H: -4.80423 6.30554 2.97483
H: -4.55608 5.17363 4.23211
H: -5.50023 3.34564 3.43880
H: -5.11666 2.66568 1.81086
H: -6.23315 3.80443 1.87711

Forces on atoms 1 to 6 (eV/Å):
1.97 -0.44 0.89
0.35 0.67 0.83
0.72 -0.61 -0.99
-0.09 2.24 0.45
0.21 -2.06 -1.24
-0.16 -0.52 0.56

Summary:
ΔE to the lowest compared entry with this formula, charge and spin, kcal/mol: 245.9
M, g/mol: 591.00
Strongest force on any atom, eV Å⁻¹: 2.7
E_tot, a.u.: -2027.5429
2S+1: 1
Total charge: +2
E_LUMO, eV: -10.08
Kohn-Sham gap, eV: 2.1

Results of the Mulliken charge analysis, in e, for atoms 1 through 2: number 1, Cd, carries 1.285; number 2, C, carries -0.790

# 2
ORCA calculation (ωB97M-V with the def2-TZVPD basis set) on 9 unconnected molecules or ions with the total composition C18H48F8N8O13PS2 in a non-equilibrium geometry.

Geometry (Å):
C: -2.10886 -3.23571 0.79507
C: -2.89717 -2.17671 0.12599
O: -2.75537 -1.74112 -0.96280
N: -4.06064 -1.67535 0.97752
H: -3.71593 -1.43573 1.92536
H: -4.44650 -0.81250 0.58752
C: -5.27791 -2.56710 0.84741
H: -2.60507 -3.93086 1.47295
H: -1.25998 -2.83346 1.35789
H: -1.61165 -3.90454 0.09213
H: -5.65754 -2.54919 -0.16959
H: -6.02846 -2.10005 1.48540
H: -5.09275 -3.56663 1.22776
C: 3.94665 0.43907 -1.34452
C: 4.32887 1.53528 -0.43392
O: 5.18620 2.31055 -0.62130
N: 3.63313 1.53942 0.92552
H: 2.63099 1.53640 0.70516
H: 3.87865 0.69399 1.43500
C: 3.99951 2.72424 1.76529
H: 4.55695 -0.45746 -1.20219
H: 3.99891 0.70454 -2.39819
H: 2.91980 0.08495 -1.19682
H: 3.89134 3.62798 1.16882
H: 4.98130 2.63400 2.21551
H: 3.25436 2.81825 2.55535
C: 2.02250 -3.79112 2.98581
C: 3.45937 -3.60559 2.57886
O: 4.36361 -4.10547 3.13276
N: 3.73395 -2.83221 1.26723
H: 2.82995 -2.42560 0.99470
H: 4.32612 -2.06803 1.60036
C: 4.52141 -3.71089 0.32346
H: 1.94132 -4.74811 3.49622
H: 1.38969 -3.82436 2.09787
H: 1.74570 -3.00768 3.69404
H: 4.79624 -3.01462 -0.46463
H: 3.91089 -4.52380 -0.05725
H: 5.37704 -4.13337 0.84067
C: 2.40352 -3.35957 -5.10069
C: 2.09430 -3.34905 -3.63719
O: 2.88936 -3.17097 -2.79037
N: 0.66508 -3.72848 -3.24208
H: 0.06833 -3.25798 -3.93084
H: 0.38814 -4.71137 -3.34261
C: 0.18667 -3.17755 -1.90561
H: 2.39744 -4.44158 -5.29856
H: 3.41197 -3.00038 -5.28670
H: 1.74504 -2.84205 -5.79696
H: 0.34471 -2.10328 -1.89711
H: 0.63556 -3.61301 -1.01861
H: -0.86600 -3.44873 -1.89607
C: -3.62040 3.06860 1.73835
C: -2.52074 3.11961 0.71895
O: -2.59988 2.99486 -0.45241
N: -1.13354 3.06386 1.27073
H: -1.10508 2.55388 2.17020
H: -0.51954 2.46503 0.70174
C: -0.54839 4.43890 1.60418
H: -4.54207 2.92597 1.16313
H: -3.75985 3.96767 2.33230
H: -3.63750 2.12505 2.29357
H: -1.09445 4.85331 2.44486
H: -0.71763 5.03993 0.71605
H: 0.50921 4.24576 1.72917
C: -3.63300 3.69239 -3.22736
C: -2.84548 2.67521 -3.96248
O: -2.37615 2.84258 -5.02904
N: -2.39020 1.47847 -3.16639
H: -2.95567 1.38172 -2.31836
H: -2.59302 0.61562 -3.67646
C: -0.93728 1.59723 -2.73759
H: -4.32527 3.25223 -2.50489
H: -4.31798 4.16523 -3.93023
H: -2.96782 4.39882 -2.73436
H: -0.70792 0.66228 -2.22851
H: -0.87907 2.41386 -2.02407
H: -0.29178 1.72140 -3.60076
P: 1.51449 4.12388 -1.57224
F: -0.09878 4.32110 -1.43223
F: 1.47400 2.77836 -0.63311
F: 1.30746 3.20766 -2.88624
F: 3.14811 4.07385 -1.65796
F: 1.60785 5.44183 -2.46819
F: 1.67638 4.96823 -0.19387
N: -1.95642 -0.76154 5.31026
S: -3.41814 -0.04479 4.78241
O: -3.80641 -0.12899 3.38101
O: -3.92496 1.08561 5.50369
F: -4.29620 -1.25409 5.31428
S: -1.16776 -0.23762 4.06606
O: -1.05172 1.19494 3.92028
O: -1.29437 -1.00846 2.85935
F: 0.24370 -0.65975 4.67973
N: 0.51227 -0.15555 0.79776
O: 0.73347 0.95800 1.30689
O: -0.54243 -0.26773 0.11728
O: 1.37923 -1.06180 0.83153

Forces on atoms 1 to 6 (eV/Å):
1.17 -1.16 0.28
-0.33 -0.37 0.79
-0.17 0.31 -0.45
-0.03 0.10 -1.18
-0.35 -0.11 0.56
0.77 0.32 0.00

Summary:
M, g/mol: 831.72
Strongest force on any atom, eV Å⁻¹: 5.4
E_tot, a.u.: -4066.5427
2S+1: 1
Total charge: +3
E_LUMO, eV: -8.19
Kohn-Sham gap, eV: 7.9

Results of the Mulliken charge analysis, in e, for atoms 1 through 2: number 1, C, carries -1.021; number 2, C, carries 0.730